Record 1
Formula: C10H15N2
Source: the Open Molecules 2025 dataset
Level of theory: wB97M-V/def2-TZVPD

Kohn-Sham gap ... 8.90 eV
SMILES ... [H]/N=C(\C)C(=C)C(=[NH2+])C(=C=C)CC
HOMO ... -13.553 eV
Charge ... +1
M ... 163.2 g/mol
E ... -499.1677 hartree

Cartesian coordinates (Å):
H -1.228 -1.249 -2.366
N -0.870 -0.677 -1.521
C -1.777 -0.261 -0.739
C -3.178 -0.701 -0.781
C -1.234 0.492 0.404
C -2.067 0.826 1.399
C 0.126 1.007 0.287
N 0.380 2.171 -0.281
C 1.194 0.164 0.638
C 0.933 -0.988 1.246
C 0.821 -2.057 1.909
C 2.678 0.496 0.110
C 2.638 0.219 -1.356
H -3.748 0.163 -0.790
H -3.376 -1.096 0.275
H -3.330 -1.498 -1.569
H -3.049 0.361 1.571
H -1.681 1.177 2.300
H 1.352 2.270 -0.827
H -0.386 2.607 -0.688
H 0.740 -2.987 1.519
H 0.899 -2.073 2.948
H 3.010 1.532 0.331
H 3.247 -0.066 0.759
H 2.549 -0.946 -1.275
H 3.593 0.455 -1.744
H 1.765 0.657 -1.761

Formally, the Löwdin partial charges of the atoms, in units of the elementary charge, are as follows: 0.118, 0.171, -0.414, -0.019, -0.220, 0.152, -0.212, 0.265, -0.149, 0.044, 0.130, -0.182, -0.083, 0.067, 0.112, 0.121, 0.094, 0.070, 0.200, 0.116, 0.065, 0.088, 0.123, 0.085, 0.137, 0.074, 0.045

Record 2
Formula: C2H7N3P
Source: the Open Molecules 2025 dataset
Level of theory: wB97M-V/def2-TZVPD

Kohn-Sham gap ... 8.70 eV
SMILES ... [H]/N=[N+]1/CC[P@H]1=N
HOMO ... -14.524 eV
Charge ... +1
M ... 104.1 g/mol
E ... -585.6314 hartree

Cartesian coordinates (Å):
H -1.613 0.957 2.669
N -1.498 1.165 1.666
N -0.836 0.552 0.870
C -0.616 1.053 -0.490
C 0.514 0.153 -0.903
P 0.619 -1.025 0.455
N 2.050 -1.675 0.605
H -0.301 2.114 -0.422
H -1.471 1.185 -1.258
H 0.395 -0.308 -1.955
H 1.366 0.906 -0.915
H -0.417 -1.879 0.359
H 2.142 -2.604 1.024

Formally, the Löwdin partial charges of the atoms, in units of the elementary charge, are as follows: 0.132, 0.205, -0.180, -0.245, -0.305, 0.931, -0.148, 0.137, 0.171, 0.140, 0.127, 0.012, 0.023

Record 3
Formula: C24H31N2O3PPrS
Source: the Open Molecules 2025 dataset
Level of theory: wB97M-V/def2-TZVPD

Kohn-Sham gap (spin up / spin down) ... 7.60 / 7.66 eV
HOMO (spin up / spin down) ... -10.014 / -10.026 eV
Charge ... +1
M ... 599.5 g/mol
Multiplicity ... 3
E ... -2524.8058 hartree

Cartesian coordinates (Å):
Pr -0.146 -0.360 0.165
C 1.454 0.283 4.381
C 1.550 0.079 2.896
O 0.417 -0.059 2.262
C 2.774 0.030 2.285
C 3.056 -0.130 0.879
C 4.488 -0.110 0.444
N 2.105 -0.284 -0.001
N 2.511 -0.313 -1.366
C 1.556 -0.499 -2.215
O 0.279 -0.723 -1.905
C 1.904 -0.367 -3.659
C 3.219 -0.181 -4.083
C 3.501 -0.051 -5.432
C 2.476 -0.106 -6.372
C 1.168 -0.291 -5.955
C 0.884 -0.427 -4.601
H 0.413 0.385 4.679
H 2.002 1.173 4.693
H 1.887 -0.567 4.912
H 3.633 0.156 2.931
H 5.151 -0.058 1.304
H 4.668 0.745 -0.209
H 4.718 -0.993 -0.153
H 4.009 -0.134 -3.345
H 4.524 0.095 -5.757
H 2.700 -0.001 -7.426
H 0.367 -0.332 -6.683
H -0.134 -0.576 -4.268
C -3.170 -3.470 -0.549
P -2.345 -2.216 0.488
C -3.182 -2.416 2.091
C -0.712 -2.981 0.782
C 0.071 -3.324 -0.328
C 1.388 -3.723 -0.167
C 1.946 -3.781 1.105
C 1.181 -3.455 2.212
C -0.140 -3.049 2.052
H -2.762 -3.461 -1.559
H -4.231 -3.225 -0.619
H -3.056 -4.465 -0.119
H -3.106 -3.439 2.458
H -4.234 -2.163 1.953
H -2.769 -1.733 2.832
H -0.348 -3.279 -1.324
H 1.976 -3.983 -1.037
H 2.979 -4.080 1.231
H 1.610 -3.508 3.205
H -0.724 -2.797 2.926
O -1.555 1.372 -0.193
S -2.930 1.948 0.222
C -3.420 3.016 -1.141
C -3.744 4.375 -0.526
C -2.655 4.618 0.515
C -2.582 3.329 1.335
H -4.232 2.539 -1.684
H -2.525 3.048 -1.769
H -4.725 4.355 -0.047
H -3.778 5.141 -1.299
H -2.870 5.472 1.155
H -1.698 4.805 0.026
H -3.337 3.287 2.122
H -1.608 3.101 1.768

Formally, the Löwdin partial charges of the atoms, in units of the elementary charge, are as follows: 1.129, -0.010, -0.424, -0.233, -0.008, -0.287, -0.019, -0.110, 0.109, -0.407, -0.241, -0.148, -0.028, -0.073, -0.081, -0.076, -0.027, 0.082, 0.090, 0.091, 0.111, 0.078, 0.093, 0.087, 0.108, 0.105, 0.105, 0.104, 0.108, -0.238, 0.898, -0.250, -0.461, -0.124, -0.039, -0.044, -0.043, -0.088, 0.046, 0.050, 0.062, 0.063, 0.051, 0.046, 0.116, 0.125, 0.119, 0.120, 0.109, -0.677, 1.048, -0.297, -0.219, -0.211, -0.291, 0.098, 0.110, 0.121, 0.125, 0.122, 0.124, 0.100, 0.102

Record 4
Formula: C30H84N2O12
Source: the Open Molecules 2025 dataset
Level of theory: wB97M-V/def2-TZVPD

Kohn-Sham gap ... 8.97 eV
SMILES ... NC(N)=O.CC(C)O.CC(C)O.CC(C)O.CC(C)O.CC(C)O.CC(C)O.CC(C)O.CC(C)O.CC(C)O.CO.CO
HOMO ... -8.862 eV
Charge ... 0
M ... 665.0 g/mol
E ... -2205.2655 hartree

Cartesian coordinates (Å):
N 0.294 1.221 0.673
C -0.028 0.267 -0.068
N -0.548 0.679 -1.210
O 0.191 -1.097 0.153
H 0.576 0.965 1.582
H 0.077 2.190 0.500
H -0.707 -0.006 -1.943
H -0.533 1.711 -1.338
C -1.147 4.049 1.168
C -0.410 4.340 -0.127
C 1.094 4.392 0.122
O -0.708 3.564 -1.068
H -2.261 4.212 1.116
H -0.832 4.622 2.029
H -1.086 3.000 1.403
H -0.697 5.300 -0.424
H 1.561 3.427 0.307
H 1.131 4.906 1.067
H 1.688 4.982 -0.599
H -1.638 3.550 -1.284
C -1.911 0.517 -4.871
C -2.616 -0.542 -3.973
C -3.149 -1.744 -4.779
O -1.871 -1.037 -3.095
H -1.045 0.117 -5.365
H -1.442 1.213 -4.214
H -2.535 1.049 -5.615
H -3.378 -0.029 -3.313
H -4.079 -1.517 -5.129
H -3.282 -2.623 -4.113
H -2.563 -1.964 -5.615
H -2.455 -1.612 -2.544
C 2.483 -0.656 3.375
C 2.127 -0.570 4.905
C 3.346 -1.080 5.648
O 1.762 0.549 5.381
H 3.088 -1.536 3.288
H 3.057 0.209 3.108
H 1.668 -0.648 2.730
H 1.335 -1.278 5.091
H 4.014 -0.295 5.947
H 3.873 -1.937 5.085
H 3.055 -1.483 6.629
H 1.039 0.319 6.013
C 2.357 2.683 -2.548
C 1.261 2.373 -3.653
C 1.632 2.489 -5.108
O 0.959 1.232 -3.465
H 3.139 2.038 -2.470
H 1.827 2.772 -1.596
H 2.733 3.660 -2.565
H 0.302 2.879 -3.551
H 0.953 1.950 -5.770
H 2.640 2.020 -5.181
H 1.769 3.524 -5.424
H 0.476 1.115 -2.713
C -1.466 -0.130 3.045
C -1.315 -1.138 4.152
C -1.453 -0.307 5.445
O -2.201 -1.976 4.163
H -2.482 0.053 2.805
H -1.055 -0.504 2.113
H -0.923 0.781 3.282
H -0.385 -1.558 4.057
H -0.857 0.601 5.481
H -1.302 -0.960 6.365
H -2.454 -0.006 5.683
H -1.849 -2.847 4.125
C -4.019 1.993 0.811
C -4.035 1.243 -0.492
C -3.733 -0.268 -0.244
O -5.175 1.261 -0.978
H -4.232 3.058 0.700
H -3.026 1.848 1.222
H -4.728 1.595 1.475
H -3.349 1.663 -1.248
H -3.642 -0.707 -1.187
H -4.525 -0.766 0.325
H -2.812 -0.417 0.398
H -5.410 2.194 -1.033
C -2.037 -3.431 -1.215
C -2.176 -4.202 0.102
C -2.898 -3.294 1.109
O -2.668 -5.332 0.012
H -1.684 -2.456 -0.927
H -2.934 -3.223 -1.873
H -1.244 -3.885 -1.832
H -1.185 -4.335 0.455
H -3.121 -3.802 2.074
H -3.912 -2.998 0.727
H -2.345 -2.502 1.526
H -2.504 -5.774 0.830
C 3.356 -1.392 0.105
C 3.618 -0.134 -0.613
C 3.938 1.000 0.287
O 4.480 -0.036 -1.503
H 4.256 -1.692 0.501
H 2.979 -2.183 -0.563
H 2.656 -1.414 0.942
H 2.734 0.293 -0.963
H 4.246 1.920 -0.238
H 4.688 0.858 1.024
H 3.128 1.168 0.950
H 4.035 -0.102 -2.296
C 1.307 -2.024 -3.059
C 2.539 -1.792 -3.859
C 2.052 -1.587 -5.321
O 3.262 -0.826 -3.677
H 1.178 -3.094 -3.032
H 0.402 -1.619 -3.522
H 1.293 -1.476 -2.137
H 3.129 -2.625 -3.620
H 2.900 -1.445 -5.952
H 1.333 -0.735 -5.515
H 1.557 -2.502 -5.552
H 2.646 -0.119 -3.811
C 0.975 3.252 3.999
O 1.202 2.177 3.130
H 1.623 3.254 4.853
H 0.052 3.109 4.546
H 1.025 4.228 3.497
H 1.507 1.431 3.704
C 0.905 -3.830 1.969
O 0.281 -3.795 3.207
H 0.644 -4.755 1.299
H 1.949 -3.850 2.231
H 0.702 -2.935 1.402
H 0.016 -4.655 3.490

These are the Löwdin partial charges, in e, on atoms 1 to 99: 0.225, -0.581, 0.181, -0.118, 0.066, 0.064, 0.086, 0.099, -0.025, -0.601, -0.016, 0.002, 0.091, 0.077, 0.051, 0.129, 0.066, 0.070, 0.099, 0.129, -0.001, -0.575, 0.001, -0.075, 0.062, 0.042, 0.098, 0.145, 0.044, 0.092, 0.066, 0.065, -0.015, -0.589, -0.042, -0.003, 0.070, 0.078, 0.036, 0.122, 0.074, 0.108, 0.077, 0.133, 0.036, -0.626, -0.013, -0.001, 0.040, 0.048, 0.063, 0.136, 0.080, 0.097, 0.082, 0.015, -0.023, -0.645, -0.032, 0.067, 0.074, 0.048, 0.069, 0.087, 0.054, 0.105, 0.074, 0.099, -0.036, -0.642, -0.007, 0.027, 0.081, 0.058, 0.079, 0.129, 0.032, 0.093, 0.083, 0.126, -0.019, -0.629, -0.024, 0.063, 0.042, 0.091, 0.095, 0.094, 0.083, 0.097, 0.036, 0.113, -0.013, -0.666, -0.045, 0.063, 0.062, 0.091, 0.046

- charge of number 4 (C30H84N2O12)?
  0